No. 1
# C6H15NO

2 unconnected molecules or ions with the total composition C6H15NO (ωB97M-V/def2-TZVPD, the Open Molecules 2025 dataset).

Net charge: 0
Structure (SMILES): C=C(C)CCCN.O
Energy relative to the best compared isomer or geometry (same formula, charge and spin) (eV): 2.377
Orbital gap (eV): 10.13
M (g/mol): 117.2
Strongest force on any atom (eV/Å): 3.207
E_HOMO (eV): -9.199

Geometry as XYZ:
```
23
Properties=species:S:1:pos:R:3:forces:R:3:nbo_charge:R:1
C 1.56339 0.37560 -0.92590 0.51 -1.26 -0.15 -0.2238
C 0.80224 0.01034 0.36549 0.41 2.13 0.20 -0.4059
C 0.19250 1.14876 1.21032 -0.38 0.87 -0.05 -0.4395
C -1.08382 2.75679 -0.16261 -1.17 -0.57 1.02 -0.4452
C -1.11261 1.66772 0.60358 2.05 -1.07 -0.14 0.0535
C -2.29039 0.78017 0.84382 -1.10 1.24 -0.09 -0.6661
N 2.96740 0.83850 -0.77432 -1.15 0.56 0.17 -0.8262
H 1.68939 -0.62599 -1.37171 -0.40 0.44 -0.49 0.1801
H 1.02878 1.03811 -1.60575 -0.09 -0.10 0.02 0.1983
H -0.05029 -0.60939 0.09711 0.50 -0.86 0.26 0.2119
H 1.61820 -0.34628 0.99763 -0.54 -1.23 0.10 0.1983
H 0.88408 1.99002 1.34780 0.09 -0.15 -0.23 0.2006
H 0.00163 0.79111 2.22794 -0.06 -0.19 -0.09 0.2034
H -0.20426 3.37576 -0.12624 0.01 0.27 -0.46 0.2024
H -2.04593 3.06355 -0.56377 0.39 0.44 -0.42 0.1973
H -2.16481 -0.28523 1.00716 0.57 0.00 -0.07 0.2212
H -3.00372 0.92443 0.02941 -0.16 -0.15 0.11 0.2189
H -2.75152 1.20320 1.74682 -0.20 -0.37 -0.02 0.2265
H 2.95767 1.85827 -0.78724 0.32 -0.29 0.34 0.3513
H 3.26789 0.51365 0.13834 0.39 0.31 -0.02 0.3430
H -0.21844 -6.69774 -2.07951 1.79 -0.56 0.15 0.4890
H -1.05836 -7.06738 -0.65908 1.25 0.10 -1.06 0.4955
O -0.98903 -6.70397 -1.55929 -3.04 0.47 0.90 -0.9845
```
Forces are in eV/Å.

=====

No. 2
# C6H15NO

2 unconnected molecules or ions with the total composition C6H15NO (ωB97M-V/def2-TZVPD, the Open Molecules 2025 dataset).

Net charge: 0
Energy relative to the best compared isomer or geometry (same formula, charge and spin) (eV): 7.580
Orbital gap (eV): 4.81
M (g/mol): 117.2
Strongest force on any atom (eV/Å): 1.422
E_HOMO (eV): -8.037

Geometry as XYZ:
```
23
Properties=species:S:1:pos:R:3:forces:R:3:nbo_charge:R:1
C -2.36601 -0.75241 0.87808 0.15 -0.68 0.14 -0.6340
O 1.61613 -1.73761 0.83966 0.06 0.17 0.15 -1.0154
C -1.66397 0.37646 0.16307 -0.73 -0.76 -0.54 -0.1430
C -0.16755 0.54878 0.58618 1.29 0.30 0.32 -0.3849
C 0.81507 0.88386 -0.54019 -0.70 0.46 1.15 -0.2429
C 2.14758 1.29591 0.06952 0.64 -0.17 0.23 -0.6109
C 0.93053 -0.35694 -1.37326 0.10 0.19 -0.54 -0.5853
N -1.62255 0.28733 -1.21896 -0.23 -0.33 -0.36 -0.2901
H -2.43948 -0.53501 1.93999 -0.15 0.01 0.13 0.2292
H -3.35937 -0.96894 0.46755 0.08 0.30 0.13 0.2134
H 1.20013 -2.55798 1.12998 -0.19 0.01 -0.15 0.4359
H -2.20813 1.31180 0.39281 0.63 0.32 -0.12 0.2702
H 0.21903 -0.44653 0.91491 -0.49 -0.19 0.20 0.3145
H -0.09414 1.23531 1.42066 -0.09 0.34 0.06 0.2193
H -0.00505 -0.71686 -1.85781 -0.36 -0.05 0.43 0.2264
H 2.62089 0.44008 0.55149 0.01 -0.17 -0.17 0.2477
H 2.07036 2.03451 0.87454 -0.30 0.16 -0.35 0.2064
H 2.82795 1.67869 -0.69791 -0.09 -0.03 0.10 0.2091
H 0.39483 1.72722 -1.08346 0.16 0.15 -0.37 0.2254
H 1.65124 -0.25971 -2.18830 0.07 0.06 0.07 0.2175
H 1.15919 -1.16230 -0.57560 0.17 -0.31 -0.32 0.3332
H -1.77937 -1.67247 0.78951 0.05 0.07 -0.01 0.2241
H -1.94729 -0.65320 -1.48245 -0.07 0.14 -0.18 0.3342
```
Forces are in eV/Å.

=====

No. 3
# C6H15NO

2 unconnected molecules or ions with the total composition C6H15NO (ωB97M-V/def2-TZVPD, the Open Molecules 2025 dataset).

Net charge: +1
Energy relative to the best compared isomer or geometry (same formula, charge and spin) (eV): 1.957
Orbital gap (alpha / beta) (eV): 10.74 / 7.99
M (g/mol): 117.2
Expectation value of S²: 0.759
Multiplicity: 2
Strongest force on any atom (eV/Å): 4.044
E_HOMO (alpha / beta) (eV): -14.601 / -15.037

Geometry as XYZ:
```
23
Properties=species:S:1:pos:R:3:forces:R:3:lowdin_spin:R:1
C -0.63727 -0.39196 1.81577 2.27 -0.51 1.09 0.0187
C 0.58814 -1.28706 1.43463 -0.10 2.98 1.26 0.0155
C 0.36691 -1.89094 0.07497 0.67 -0.57 -1.74 0.0474
N 0.94768 0.50525 -1.50503 -1.39 3.59 0.16 0.2329
C -0.34246 0.16714 -1.32025 2.87 1.02 -1.72 0.1680
C -0.56410 -1.07966 -0.83096 1.76 -2.68 2.35 0.4345
C -1.30946 1.10156 -1.83506 -3.92 0.71 -0.69 0.0162
H -0.94106 0.32836 1.13137 -0.14 1.34 -1.96 0.0083
H -1.49665 -0.97050 1.84344 -1.73 -1.30 0.97 0.0005
H -0.41770 0.21737 2.68938 -0.36 -0.64 0.55 0.0015
H 1.52382 -0.61949 1.62529 -1.33 -1.37 -0.96 0.0002
H 0.62774 -2.05519 2.17255 0.21 -0.62 0.48 0.0002
H 0.02208 -2.97451 0.07458 0.20 1.51 0.27 -0.0003
H 1.32867 -1.93252 -0.43022 0.45 -0.27 -0.20 0.0191
H 1.23562 1.53280 -1.66266 -0.75 -2.38 -0.05 0.0059
H 1.66181 -0.12795 -1.32853 1.53 -1.24 0.49 0.0051
H -1.34795 -1.74000 -0.91039 -2.80 -0.06 -1.10 0.0180
H -1.34639 2.04617 -1.25918 0.65 -0.10 -0.61 0.0003
H -2.34711 0.72140 -1.56955 1.12 0.18 -0.60 -0.0005
H -1.30969 1.24891 -2.98304 0.40 -0.10 1.98 0.0069
H 0.13574 1.54709 1.35719 -1.88 -1.53 -0.26 -0.0002
H 1.33591 2.17367 0.82448 -0.02 0.43 0.86 0.0004
O 0.76135 2.16914 1.61573 2.28 1.60 -0.60 0.0015
```
Forces are in eV/Å.

=====

No. 4
# C6H15NO

2 unconnected molecules or ions with the total composition C6H15NO (ωB97M-V/def2-TZVPD, the Open Molecules 2025 dataset).

Net charge: +1
Energy relative to the best compared isomer or geometry (same formula, charge and spin) (eV): 3.303
Orbital gap (alpha / beta) (eV): 10.36 / 4.18
M (g/mol): 117.2
Expectation value of S²: 0.759
Multiplicity: 2
Strongest force on any atom (eV/Å): 4.476
E_HOMO (alpha / beta) (eV): -13.910 / -13.823

Geometry as XYZ:
```
23
Properties=species:S:1:pos:R:3:forces:R:3:lowdin_spin:R:1
C 2.07395 0.66605 0.28763 0.17 -0.31 -0.59 0.0069
C 1.20119 -0.22306 1.13978 -0.22 0.11 0.22 0.0093
C 1.90001 -0.67683 2.42139 -1.09 1.20 0.72 0.0153
O 0.86357 -1.44716 0.46362 -0.35 0.85 -0.20 0.0911
H 1.53803 1.14728 -0.53918 -0.24 -0.25 -0.11 0.0037
H 2.87148 0.04955 -0.15069 0.08 0.43 0.24 0.0001
H 2.44469 1.50117 0.86607 0.42 0.02 0.20 0.0004
H 0.27135 0.33842 1.36468 0.29 -0.37 0.19 0.0019
H 2.46582 0.17237 2.88867 -0.56 -0.87 -0.36 0.0016
H 2.55097 -1.48741 2.17798 0.57 -0.50 -0.01 0.0002
H 1.09168 -1.02877 3.10164 0.85 0.12 -0.21 0.0007
H 0.45290 -1.15882 -0.37392 0.04 -0.29 -0.15 0.0060
N -0.40452 -0.45022 -2.00093 -0.47 0.30 -3.06 0.4497
C -1.35176 0.65907 -1.89758 0.30 0.33 4.45 0.0935
C -2.56492 1.18561 0.33892 1.51 1.21 -1.06 0.1385
C -2.31308 0.35423 -0.71329 -1.16 0.51 -0.27 0.0722
H 0.26764 -0.30918 -2.77629 0.11 0.15 0.75 0.0048
H -0.79759 -1.38210 -2.19729 -0.12 0.14 0.80 0.0110
H -1.92271 0.92275 -2.83199 0.51 -0.47 0.31 0.0645
H -0.76508 1.57028 -1.52077 -0.62 -0.99 -1.12 0.0163
H -3.27298 0.98028 1.14187 0.25 -0.24 -0.32 0.0064
H -1.99733 2.16517 0.41140 -0.85 -1.18 -0.04 0.0047
H -2.94808 -0.54260 -0.72569 0.56 0.09 -0.40 0.0013
```
Forces are in eV/Å.

=====

No. 5
# C6H15NO

2 unconnected molecules or ions with the total composition C6H15NO (ωB97M-V/def2-TZVPD, the Open Molecules 2025 dataset).

Net charge: +1
Energy relative to the best compared isomer or geometry (same formula, charge and spin) (eV): 0.893
Orbital gap (alpha / beta) (eV): 10.71 / 7.74
M (g/mol): 117.2
Expectation value of S²: 0.758
Multiplicity: 2
Strongest force on any atom (eV/Å): 2.128
E_HOMO (alpha / beta) (eV): -14.506 / -15.035

Geometry as XYZ:
```
23
Properties=species:S:1:pos:R:3:forces:R:3:lowdin_spin:R:1
C 3.14320 0.59530 -0.20003 -0.49 -0.84 -0.46 0.0025
C 1.69962 0.43778 0.27402 -0.40 0.32 0.83 0.0187
C 0.87226 -0.36099 -0.73479 -1.01 1.17 -1.46 0.0523
C -0.54033 -0.72260 -0.37371 0.77 -0.58 1.15 0.3316
C -1.56108 -0.12579 -1.12470 0.20 -1.01 0.10 0.1918
N -2.84808 -0.31425 -0.82570 0.50 0.74 0.44 0.2842
C -0.85480 -1.55381 0.83041 0.91 -0.93 0.03 0.0423
H 3.20647 1.16487 -1.13240 -0.02 0.78 0.59 0.0001
H 3.72585 0.94465 0.64700 0.41 0.28 -0.47 0.0006
H 3.52847 -0.35217 -0.59131 0.10 -0.27 0.75 0.0005
H 1.24950 1.42692 0.44317 0.00 0.02 -0.58 -0.0002
H 1.59982 0.07404 1.30457 0.48 -0.71 -0.28 -0.0002
H 0.70724 0.32708 -1.58522 0.50 -0.14 0.08 0.0000
H 1.44223 -1.16222 -1.22236 -0.18 -0.43 0.66 0.0212
H -1.17983 0.38782 -1.99905 -0.92 0.68 -0.03 0.0054
H -3.05061 -0.95346 -0.06619 0.00 0.03 0.04 0.0053
H -3.50900 0.45366 -0.88658 -0.17 -0.22 -0.81 0.0092
H -0.03119 -2.22417 1.10857 0.23 0.17 -0.57 0.0039
H -1.67329 -2.26301 0.67136 -0.32 0.46 0.21 0.0057
H -0.91133 -1.00129 1.77558 -0.63 0.39 -0.29 0.0168
H -1.14243 1.79697 0.65827 0.52 -0.09 -0.64 0.0024
H -2.24277 1.35202 1.60754 0.03 0.16 0.15 0.0004
O -1.62991 2.07264 1.42154 -0.53 0.00 0.57 0.0055
```
Forces are in eV/Å.